Record 1
The following is a quantum chemistry calculation of a molecular structure, C3H6ClN2S at a distorted geometry, from the OMol25 dataset.

HOMO, eV: -13.84
Net charge: +1
Gap between HOMO and LUMO, eV: 8.64

Last column: Mulliken charge in e.
Positions of all 13 atoms, in Å:
C -0.206 0.374 -0.332  1.002
C -1.367 2.865 -3.655  0.537
C 0.061 -0.214 0.991  -1.032
N 0.724 0.178 -1.285  -0.364
N -1.150 1.188 -0.501  -0.645
S -1.841 2.403 -2.268  0.093
Cl -0.457 2.896 -4.958  0.025
H -0.480 0.340 1.931  0.262
H 1.213 -0.291 1.118  0.259
H -0.343 -1.274 1.296  0.286
H 1.670 -0.136 -1.238  0.206
H 0.531 0.484 -2.222  0.115
H -1.977 1.249 0.241  0.255

=====

Record 2
The following is a quantum chemistry calculation of 2 unconnected molecules or ions with the total composition C3H6ClN2S at a distorted geometry, from the OMol25 dataset.

HOMO (spin up / spin down), eV: -11.00 / -14.31
Spin multiplicity: 3
Expectation value of S²: 2.0123
Net charge: +1
Gap between HOMO and LUMO (spin up / spin down), eV: 6.94 / 6.32

Last column: Mulliken charge in e.
Positions of all 13 atoms, in Å:
C -0.022 0.441 0.115  0.865
C 0.545 4.489 2.564  0.443
C -0.482 -0.600 -0.846  -1.158
N 1.125 0.135 0.779  -0.453
N -0.666 1.589 0.266  -0.396
S 0.351 3.792 1.244  -0.195
Cl 0.451 4.522 4.155  -0.009
H -0.832 -0.156 -1.686  0.391
H -1.366 -1.051 -0.530  0.354
H 0.476 -1.237 -1.022  0.324
H 1.248 -0.955 0.940  0.295
H 1.395 0.743 1.572  0.252
H -1.509 1.889 -0.259  0.287

=====

Record 3
The following is a quantum chemistry calculation of 2 unconnected molecules or ions with the total composition C3H6ClN3 at a distorted geometry, from the OMol25 dataset.

HOMO, eV: -9.45
SMILES: C/C=N\Cl.N#CN
Gap between HOMO and LUMO, eV: 10.08

Last column: Mulliken charge in e.
Positions of all 13 atoms, in Å:
C 0.977 -0.532 -1.510  -0.998
C 0.583 -0.180 -0.150  -0.138
C -2.077 0.963 -0.439  0.438
N -2.181 0.065 -1.164  -0.497
N -1.986 1.930 0.449  -0.412
N 0.854 0.786 0.565  -0.387
Cl 2.088 1.953 0.305  -0.141
H 0.066 -0.565 -1.965  0.317
H 1.330 -1.513 -1.450  0.316
H -0.207 -0.734 0.236  0.662
H 1.573 0.294 -1.863  0.354
H -2.155 1.605 1.356  0.234
H -1.519 2.787 0.148  0.252

=====

Record 4
The following is a quantum chemistry calculation of C3H6ClN3 in the gas phase at a distorted geometry, from the OMol25 dataset.

HOMO, eV: -8.56
SMILES: [H]/N=C(\C=C/Cl)NN
Gap between HOMO and LUMO, eV: 8.78

Last column: Mulliken charge in e.
Positions of all 13 atoms, in Å:
C 0.920 0.544 -0.017  0.871
C -0.306 1.386 0.009  -0.441
C -1.619 0.954 -0.058  -0.234
H 2.789 -0.761 -0.461  0.334
H 2.294 -1.648 0.751  0.218
H -0.006 -1.340 -0.420  0.232
H 1.984 2.234 -0.037  0.214
H -0.237 2.491 -0.043  0.155
H -2.508 1.729 -0.017  0.291
N 2.101 -1.376 -0.116  -0.795
N 0.922 -0.898 0.085  0.087
N 2.160 1.121 0.067  -0.745
Cl -2.034 -0.702 0.021  -0.187

=====

Record 5
The following is a quantum chemistry calculation of 2 unconnected molecules or ions with the total composition C3H6ClNO at a distorted geometry, from the OMol25 dataset.

HOMO, eV: -8.60
Gap between HOMO and LUMO, eV: 9.34

Last column: Mulliken charge in e.
Positions of all 12 atoms, in Å:
C -0.829 0.025 1.172  0.266
C 0.556 -0.663 -1.194  -1.049
C 0.170 0.646 -0.576  -0.054
N -2.052 0.050 1.205  -0.482
O 1.159 1.464 -0.152  -0.497
Cl 0.336 -0.466 2.365  -0.203
H -0.330 -1.242 -1.426  0.330
H 1.113 -0.486 -2.116  0.337
H 1.190 -1.236 -0.519  0.309
H -0.627 1.205 -1.046  0.389
H -2.557 -0.242 2.040  0.271
H 1.869 0.944 0.246  0.383

=====

Record 6
The following is a quantum chemistry calculation of C3H6ClNO in the gas phase at a distorted geometry, from the OMol25 dataset.

HOMO (spin up / spin down), eV: -5.93 / -9.65
Spin multiplicity: 3
Expectation value of S²: 2.0060
Gap between HOMO and LUMO (spin up / spin down), eV: 6.90 / 7.13

Last column: Mulliken charge in e.
Positions of all 12 atoms, in Å:
C 2.055 1.050 -0.140  -1.004
C 1.075 0.493 0.595  -0.095
C -0.208 0.258 -0.172  0.175
N -1.902 -1.548 -0.287  -0.601
O -0.857 -0.891 0.405  -0.168
Cl -1.320 1.579 -0.009  -0.189
H 3.032 1.350 0.216  0.343
H 1.659 1.222 -1.117  0.291
H 1.251 0.189 1.620  0.417
H -0.011 0.132 -1.181  0.321
H -1.877 -2.575 -0.055  0.259
H -2.896 -1.260 0.124  0.251

=====

Record 7
The following is a quantum chemistry calculation of a molecular structure, C3H6ClNOPS at a distorted geometry, from the OMol25 dataset.

HOMO, eV: -14.96
Net charge: +1
Gap between HOMO and LUMO, eV: 10.21

Last column: Mulliken charge in e.
Positions of all 14 atoms, in Å:
C -0.318 0.149 -1.395  -0.062
C 0.130 0.440 0.051  0.192
C 0.981 -0.735 0.634  -0.974
N -1.653 -0.146 -1.547  -0.372
O -1.091 0.500 0.834  -0.335
P -2.349 0.028 -0.025  0.897
S -3.660 1.679 0.009  -0.114
Cl -3.140 -1.603 0.575  -0.049
H 0.443 -0.116 -2.243  0.338
H 0.756 1.453 0.072  0.344
H 0.860 -0.653 1.800  0.289
H 2.058 -0.589 0.224  0.358
H 0.387 -1.601 0.329  0.300
H -4.648 1.065 -0.401  0.189

=====

Record 8
The following is a quantum chemistry calculation of C3H6ClNOS in the gas phase at a distorted geometry, from the OMol25 dataset.

HOMO, eV: -8.56
Gap between HOMO and LUMO, eV: 8.31

Last column: Mulliken charge in e.
Positions of all 13 atoms, in Å:
C 1.052 0.630 -0.172  -0.551
C -0.252 0.770 -0.941  -0.778
C 1.046 -0.551 0.674  0.033
N -0.890 -0.310 1.413  -0.587
O -2.457 -0.730 -0.676  -0.615
S -1.754 0.359 0.103  0.517
Cl 0.785 -2.070 -0.216  -0.098
H 1.875 0.703 -1.001  0.308
H 1.445 1.412 0.449  0.299
H -0.499 1.736 -1.352  0.442
H -0.264 -0.043 -1.651  0.361
H 1.342 -0.678 1.724  0.372
H -1.429 -1.229 1.644  0.296